[1]
Density functional theory data (wB97M-V/def2-TZVPD) for a 2-piece molecular cluster, C25H34NO2Si overall.

Structure (XYZ):
```
63
Properties=species:S:1:pos:R:3
Si 1.962 0.941 1.155
O -0.909 1.734 1.670
O 0.461 0.206 0.700
N -6.028 -3.485 4.705
C 1.892 2.785 0.913
C 1.011 -2.606 5.274
C -1.160 -4.124 6.169
C 0.124 -4.662 6.196
C -1.644 -0.515 1.414
C 2.197 0.390 2.917
C -5.788 -5.672 3.506
C -7.463 -3.315 4.573
C -5.307 -4.578 4.212
C -5.720 -1.353 5.882
C -1.450 2.708 0.698
C -3.016 -5.220 3.899
C -2.722 -2.299 5.484
C -0.699 0.479 1.265
C -3.847 -3.028 5.122
C -5.195 -2.574 5.262
C 3.173 0.201 -0.038
C -3.934 -4.326 4.438
C -1.355 -1.796 0.782
C -0.268 -2.053 5.264
C -3.478 -6.361 3.220
C 1.212 -3.923 5.713
C -1.396 -2.832 5.635
C -2.857 -0.170 2.143
C -4.849 -6.583 3.007
H 1.662 3.041 -0.131
H 2.210 -4.365 5.692
H -1.178 -1.682 -0.298
H -0.834 2.746 -0.212
H -7.706 -2.392 4.024
H -2.482 2.419 0.458
H -0.463 -2.278 1.213
H -5.189 -7.462 2.460
H 3.177 -0.894 0.028
H -1.412 3.670 1.214
H 2.269 -0.705 2.973
H -6.477 -1.598 6.642
H -2.620 0.217 3.148
H -3.444 0.608 1.622
H -0.433 -1.022 4.937
H -1.951 -5.022 4.006
H -7.951 -3.263 5.557
H -3.499 -1.051 2.280
H 1.168 3.279 1.572
H 1.857 -2.004 4.948
H -2.197 -2.490 0.908
H 0.274 -5.672 6.580
H -7.861 -4.170 4.023
H -2.862 -1.233 5.668
H -2.762 -7.093 2.847
H -2.010 -4.697 6.552
H -6.860 -5.787 3.361
H 1.360 0.714 3.551
H -4.901 -0.812 6.362
H 3.123 0.820 3.323
H 2.894 3.177 1.143
H 2.926 0.486 -1.068
H -6.183 -0.691 5.134
H 4.185 0.563 0.185
```

Results
**Max |F|**: 4.0 eV/A
**Net charge**: +1
**Orbital gap**: 4.692 eV
**HOMO level**: -9.4 eV

***

[2]
Density functional theory data (wB97M-V/def2-TZVPD) for C25H34NO2SiSn as an isolated structure.

Structure (XYZ):
```
64
Properties=species:S:1:pos:R:3
Sn 2.539 -1.542 1.121
Si 2.999 1.627 2.741
O 2.412 0.331 1.929
O 1.406 -3.097 -0.543
N -0.780 -3.368 -1.406
C 0.359 -2.632 -1.091
C 1.608 -1.307 -3.473
C -4.724 -1.405 -1.700
C 4.889 1.746 2.666
C -1.867 0.580 0.363
C -5.054 -1.787 0.661
C 0.171 -1.160 -1.274
C 0.369 1.916 -1.852
C 1.128 0.763 -2.161
C -0.693 -0.359 -3.503
C 1.172 2.792 -1.094
C 2.368 3.327 2.218
C 2.432 0.924 -1.604
C -5.475 -1.201 -0.540
C 0.565 -0.535 -2.650
C -3.081 -2.689 -0.454
C 2.584 1.597 4.587
C -3.533 -2.153 -1.665
C -1.338 -0.225 1.404
C 2.471 2.197 -0.972
C -3.887 -2.552 0.689
C -1.479 1.922 0.608
C -1.792 -3.463 -0.286
C -0.751 1.952 1.823
C -0.620 0.618 2.288
H 3.246 0.186 -1.655
H -0.909 -0.989 -1.153
H -2.966 -2.340 -2.581
H -2.018 -4.537 -0.157
H 3.003 4.059 2.748
H 0.646 -0.612 -0.410
H 3.339 2.616 -0.487
H -5.630 -1.641 1.579
H -3.573 -3.034 1.621
H -0.656 2.083 -2.159
H -2.504 0.249 -0.450
H 2.748 0.613 5.030
H 1.574 1.933 4.834
H -6.387 -0.597 -0.561
H 5.312 2.400 3.444
H -1.683 2.770 -0.036
H -0.517 0.331 -4.337
H -0.086 0.288 3.178
H -5.066 -0.975 -2.645
H -0.411 2.847 2.337
H 0.872 3.749 -0.668
H 1.129 -2.121 -4.032
H -1.511 -1.294 1.554
H 1.333 3.546 2.507
H 5.321 0.746 2.794
H -1.331 -3.133 0.672
H -0.562 -4.283 -1.790
H 2.047 -0.619 -4.219
H -0.983 -1.324 -3.919
H 5.228 2.136 1.699
H -1.540 0.019 -2.931
H 2.421 -1.726 -2.866
H 2.447 3.543 1.146
H 3.271 2.297 5.083
```

Results
**Max |F|**: 3.1 eV/A
**Net charge**: +1
**Orbital gap (alpha / beta)**: 5.577 / 5.577 eV
**HOMO level (alpha / beta)**: -10.6 / -10.6 eV

***

[3]
Density functional theory data (wB97M-V/def2-TZVPD) for C25H35Br2EuN5OS3Sb as an isolated structure.

Structure (XYZ):
```
73
Properties=species:S:1:pos:R:3
Eu 0.185 0.004 -0.350
Sb 3.329 -1.147 -2.377
Br -1.708 2.028 -7.470
Br 3.141 -6.430 2.752
S 2.713 1.184 -1.773
S 1.273 -2.110 -1.995
S 3.787 0.087 -0.322
O -1.562 2.259 -0.369
N 1.505 -0.683 1.742
N -0.595 1.012 -3.053
N -1.690 -0.590 2.073
N -2.083 -1.803 -0.785
N 1.219 2.026 1.036
C -1.258 1.619 -5.694
C -2.126 1.938 -4.663
C 1.666 4.309 1.610
C 1.642 1.674 2.261
C 2.052 2.593 3.215
C -1.164 -0.938 3.395
C 1.482 -4.362 1.739
C -0.063 0.991 -5.399
C -2.426 0.665 2.228
C -2.723 3.096 -0.211
C 0.214 0.709 -4.072
C 3.094 -2.297 2.685
C -2.614 -1.661 1.664
C -3.111 -1.555 0.234
C 2.049 3.942 2.887
C 1.131 -3.042 1.517
C 3.461 -3.617 2.904
C 1.264 3.317 0.726
C -2.499 4.182 0.818
C -1.795 -3.243 -0.867
C -2.606 -1.397 -2.091
C 1.808 0.232 2.566
C 2.644 -4.640 2.444
C 1.910 -2.012 2.019
C -1.745 1.615 -3.373
H -0.846 2.844 -0.645
H -1.460 -3.638 0.088
H -0.553 -0.122 3.779
H -2.699 -3.796 -1.157
H 1.685 5.340 1.287
H -1.840 -1.539 -2.853
H -2.105 -2.614 1.814
H -1.018 -3.425 -1.604
H 4.385 -3.849 3.414
H 0.248 -2.805 0.940
H 2.280 0.013 3.528
H 0.639 0.718 -6.174
H -3.536 2.435 0.085
H 1.001 3.582 -0.294
H -2.993 3.528 -1.179
H -3.528 -0.562 0.052
H 2.388 2.253 4.185
H -2.408 1.840 -2.551
H -3.947 -2.260 0.105
H -3.415 4.751 0.976
H -3.074 2.420 -4.853
H 1.125 0.189 -3.812
H 3.759 -1.501 2.999
H 0.873 -5.167 1.352
H -3.182 0.589 3.023
H 2.366 4.684 3.608
H -1.730 4.883 0.487
H -0.560 -1.841 3.345
H -3.486 -1.672 2.336
H -1.732 1.468 2.482
H -1.983 -1.106 4.109
H -2.884 -0.344 -2.067
H -2.190 3.753 1.771
H -2.924 0.933 1.304
H -3.493 -1.984 -2.366
```

Results
**Spin multiplicity**: 8
**Expectation value of S²**: 15.76
**Max |F|**: 0.9 eV/A
**Net charge**: +1
**Orbital gap (alpha / beta)**: 6.369 / 6.845 eV
**HOMO level (alpha / beta)**: -9.8 / -10.2 eV

***

[4]
Density functional theory data (wB97M-V/def2-TZVPD) for C25H35BrCl2GaN2OSSi3 as an isolated structure.

Structure (XYZ):
```
71
Properties=species:S:1:pos:R:3
Br -2.692 -5.101 -0.673
Ga -0.544 0.138 1.073
Cl -0.553 0.093 4.029
Cl 4.725 0.494 2.852
S 1.793 0.279 1.778
Si 1.252 0.018 -1.888
Si -1.264 1.751 -1.585
Si -1.584 -1.263 -1.963
O -2.215 0.010 1.492
N -0.158 -2.199 1.305
N -0.361 2.399 0.942
C 2.081 0.294 3.502
C -0.797 4.348 -0.323
C 2.290 -1.422 -1.250
C 1.103 0.213 4.509
C 1.404 0.227 5.860
C -0.354 -4.921 0.876
C 0.584 -4.390 1.798
C -0.665 -2.980 -1.989
C -3.335 -1.362 -1.250
C -0.472 5.144 0.760
C -0.093 4.536 1.949
C -0.056 3.156 1.993
C 1.436 -0.159 -3.769
C -2.026 -1.070 -3.802
C 0.671 -3.043 1.971
C 2.227 1.586 -1.481
C -0.806 2.591 -3.221
C -0.732 2.958 -0.212
C -1.188 -4.085 0.203
C -1.032 -2.661 0.478
C 3.724 0.405 5.325
C 2.721 0.323 6.277
C -0.502 0.100 -1.278
C -3.133 1.934 -1.514
C 3.402 0.390 3.980
H 2.319 1.753 -0.407
H -0.438 -5.991 0.745
H 2.498 -0.099 -4.026
H -2.664 -1.901 -4.115
H -0.209 -3.297 -0.981
H 1.400 -2.574 2.619
H 3.236 1.498 -1.894
H 0.231 2.624 2.893
H 1.775 2.480 -1.915
H -1.164 -1.028 -4.469
H 0.263 2.729 -3.379
H -0.515 6.224 0.682
H 1.069 -1.124 -4.128
H -1.183 1.979 -4.045
H 0.594 0.160 6.574
H -1.387 -3.717 -2.276
H -1.289 3.569 -3.298
H -3.850 -0.445 -1.525
H 3.301 -1.294 -1.651
H 0.169 5.113 2.826
H 2.965 0.335 7.331
H -3.484 1.594 -0.537
H -3.850 -2.196 -1.740
H -1.101 4.796 -1.261
H 2.370 -1.459 -0.165
H 1.223 -5.058 2.360
H -2.595 -0.144 -3.942
H -3.453 -1.445 -0.169
H 1.925 -2.388 -1.602
H 4.764 0.481 5.612
H 0.909 0.621 -4.323
H -3.662 1.394 -2.300
H -3.366 2.997 -1.632
H 0.134 -2.929 -2.736
H -1.788 -1.989 0.123
```

Results
**Max |F|**: 3.9 eV/A
**Net charge**: -1
**Orbital gap**: 6.480 eV
**HOMO level**: -4.1 eV

***

Energy above the lowest of the compared OMol25 structures with the same formula, charge and spin for every record listed, in sequence, given in kcal per mole: 0.0, 38.0, 0.8, 22.5.